The following is a quantum chemistry calculation of an isolated molecule of C20H23NO5, from OMol25.

```
! RIJCOSX wB97M-V def2-TZVPD def2/J DEFGRID3
* xyz 0 1
C 3.26652 0.75719 2.17612
C 3.98908 -0.23511 1.27033
H 4.30056 -1.10553 1.85659
H 4.87148 0.22857 0.82158
O 3.18960 -0.62819 0.16179
C 2.10833 -1.43408 0.45855
C 0.83337 -0.98866 0.09201
C -0.27372 -1.76602 0.39254
C -0.13087 -2.97249 1.05335
C 1.12843 -3.43692 1.37689
C 2.25501 -2.68668 1.06812
O 3.49047 -3.20548 1.40823
C 4.34076 -3.47416 0.30782
H 5.27840 -3.82740 0.73355
H 4.52383 -2.58290 -0.29758
H 3.91053 -4.25419 -0.32898
H 1.26793 -4.38938 1.86419
H -1.00158 -3.56203 1.29623
H -1.25857 -1.41615 0.12450
C 0.72614 0.32420 -0.65580
C -0.63840 0.94146 -0.54823
C -0.98097 1.80121 0.48130
C -2.25332 2.34671 0.60390
C -3.22603 2.01122 -0.35723
C -2.87746 1.14335 -1.38759
C -1.60395 0.60767 -1.49442
N -1.28919 -0.28193 -2.51733
C -0.02680 -0.65522 -2.86509
O 0.17313 -1.48217 -3.72718
C 1.06235 0.10015 -2.13636
H 2.00279 -0.43991 -2.23983
H 1.16524 1.06911 -2.63474
H -2.05054 -0.68236 -3.04927
H -3.64141 0.89574 -2.10780
O -4.51988 2.43155 -0.41515
C -5.03685 3.36623 0.50512
H -5.03131 2.97702 1.52504
H -6.06541 3.53506 0.18615
H -4.48752 4.30926 0.47543
O -2.60519 3.19698 1.62654
C -1.64233 3.52010 2.59668
H -1.29593 2.63226 3.13580
H -0.78394 4.04015 2.15883
H -2.14779 4.18792 3.29313
H -0.22286 2.03823 1.21038
H 1.47754 1.00226 -0.24016
H 2.35574 0.30837 2.56923
H 3.00609 1.65840 1.62512
H 3.91153 1.02881 3.00721
*
```

Calculated values
energy relative to the best compared isomer or geometry (same formula, charge and spin)	47.9	kcal/mol
frontier orbital gap	8.403	eV
maximum force	0.7	eV/A
SMILES	CCOc1c(OC)cccc1[C@H]1CC(=O)Nc2cc(OC)c(OC)cc21

Results of the natural (NBO) charge analysis, in e, for atoms 1 through 4: atom 1 (C): -0.640, atom 2 (C): -0.067, atom 3 (H): 0.190, atom 4 (H): 0.188


The following is a quantum chemistry calculation of a structure of composition C4H9EuO3, from OMol25.

```
! RIJCOSX wB97M-V def2-TZVPD def2/J DEFGRID3
* xyz 0 9
C -1.91400 2.81184 1.25213
O -1.76118 1.42033 1.32414
H -2.97475 3.08851 1.16496
H -1.40759 3.31231 2.09102
H -1.38617 3.13831 0.33358
O -0.40509 -1.55515 1.11113
C -1.22265 -2.00406 2.17993
C -1.42501 -1.06667 3.45460
O -0.68746 -0.05045 4.15653
C 0.65972 0.29342 3.62236
Eu 0.96393 0.04628 1.22222
H -0.58851 -2.84204 2.55510
H -2.26391 -2.19415 1.86061
H -2.18702 0.68389 2.20898
H -0.54552 -1.59257 3.73972
H 1.38982 -0.34736 4.14745
H 0.78518 1.34496 3.93899
*
```

Calculated values
frontier orbital gap (alpha / beta)	6.275 / 6.212	eV
maximum force	5.5	eV/A

Results of the Mulliken charge analysis, in e, for atoms 1 through 4: atom 1 (C): -0.552, atom 2 (O): -0.475, atom 3 (H): 0.235, atom 4 (H): 0.270


The following is a quantum chemistry calculation of a structure of composition C16H39B3O14P2, from OMol25.

```
! RIJCOSX wB97M-V def2-TZVPD def2/J DEFGRID3
* xyz 0 1
C -1.13989 -1.61880 4.38703
C -0.30479 -0.96668 3.29611
O -0.57252 0.11469 2.84507
O 0.79018 -1.69758 2.88975
C 1.99380 -1.16401 3.49021
C 2.60502 -2.17409 4.48826
B 2.92099 -1.46685 5.85605
O 3.96542 -0.55137 6.00460
B 3.32744 0.66396 6.23592
O 2.55866 0.74216 7.37942
B 2.00447 -0.47876 7.73815
O 1.27001 -0.51294 8.88452
O 2.15152 -1.65371 7.00241
H -2.20191 -1.46515 4.21382
H -0.95868 -2.69369 4.38289
H -0.81293 -1.18141 5.33205
H 2.72341 -0.90890 2.72352
H 1.70745 -0.22573 3.97879
H 3.54696 -2.57295 4.10013
H 1.94201 -3.02300 4.66072
H 3.36476 1.57209 5.47597
H 0.80141 -1.35503 8.88091
O -3.67233 3.93578 -1.04362
P -2.27641 4.38243 -0.78954
O -2.03695 5.59635 -1.85315
C -2.66249 6.85684 -1.60437
C -2.11082 7.55930 -0.37533
O -1.43307 3.17391 -1.51284
C -2.08939 1.97971 -1.92957
C -2.62751 2.07774 -3.34444
O -0.95281 4.74949 0.11223
C -0.90907 4.20181 1.45454
C -0.95958 2.68452 1.47102
H -3.74344 6.71247 -1.51061
H -2.48405 7.47113 -2.48628
H -2.32895 6.99452 0.53466
H -2.55291 8.55057 -0.26797
H -1.02770 7.65769 -0.44152
H -2.87571 1.71193 -1.22392
H -1.35267 1.17363 -1.88270
H -3.10478 3.03479 -3.55088
H -3.35716 1.28872 -3.53472
H -1.81218 1.97701 -4.06390
H -1.73805 4.61721 2.03479
H 0.01718 4.55466 1.90559
H -1.92029 2.31981 1.09638
H -0.83138 2.31237 2.48152
H -0.17579 2.26922 0.84007
O 2.05584 -2.69471 -4.62588
P 1.02486 -3.42719 -3.84304
O 0.49894 -4.59513 -4.85315
C 1.34762 -5.71770 -5.10236
C 1.54770 -6.59266 -3.87650
O -0.22916 -2.37299 -3.92778
C -0.03130 -1.04627 -4.41641
C -0.20410 -0.96408 -5.92188
O 0.34882 -4.11449 -2.50801
C 0.85600 -3.68879 -1.21947
C 0.68919 -2.19974 -0.97165
H 2.31132 -5.36550 -5.48341
H 0.87016 -6.29845 -5.89077
H 2.08036 -6.05402 -3.08847
H 2.13025 -7.47972 -4.12800
H 0.58816 -6.90214 -3.46330
H 0.94109 -0.66507 -4.10502
H -0.77511 -0.40893 -3.93285
H 0.26629 -1.80128 -6.43603
H 0.22356 -0.03878 -6.31080
H -1.26304 -0.99252 -6.18440
H 1.91026 -3.97020 -1.14505
H 0.30929 -4.25717 -0.46869
H 1.29777 -1.61125 -1.66380
H 0.99887 -1.95130 0.04483
H -0.35004 -1.90339 -1.10757
*
```

Calculated values
energy relative to the best compared isomer or geometry (same formula, charge and spin)	65.8	kcal/mol
frontier orbital gap	10.219	eV
maximum force	7.0	eV/A

Results of the Mulliken charge analysis, in e, for atoms 1 through 4: atom 1 (C): -0.984, atom 2 (C): 0.718, atom 3 (O): -0.502, atom 4 (O): -0.414


The following is a quantum chemistry calculation of a structure of composition C2H5N2O4P, from OMol25.

```
! RIJCOSX wB97M-V def2-TZVPD def2/J DEFGRID3
* xyz -2 1
C 0.89958 1.76844 0.64224
C 1.45444 -0.77615 0.07024
N -0.09146 0.59655 -1.03299
N 1.08567 0.66100 -0.34693
O -2.97064 0.53460 -0.16698
O -2.08530 -1.73478 -0.89245
O 1.88227 1.87786 1.41151
O -1.35155 -0.91847 1.33492
P -2.03646 -0.60919 0.06301
H 0.69050 -1.16092 0.71004
H 1.39508 -1.17796 -0.92396
H 2.48948 -0.63266 0.52350
H -0.55051 1.50868 -0.99132
H -0.81112 0.06301 -0.40084
*
```

Calculated values
energy relative to the best compared isomer or geometry (same formula, charge and spin)	67.6	kcal/mol
frontier orbital gap	6.031	eV
maximum force	4.2	eV/A

Results of the natural (NBO) charge analysis, in e, for atoms 1 through 4: atom 1 (C): 0.161, atom 2 (C): -0.483, atom 3 (N): -0.498, atom 4 (N): -0.375


Question: What is the maximum force in the third record?
Answer: 7.0 eV/A


Question: Which of these has the highest maximum force?
Answer: C16H39B3O14P2


Question: Which of these has the highest maximum force?
Answer: C16H39B3O14P2


Question: Among the records above, which one has the highest maximum force?
Answer: C16H39B3O14P2